Entry 1:
Here is a 2-piece molecular cluster, C4H12S2 overall from the OMol25 dataset. Energies are from ωB97M-V/def2-TZVPD.

Element x y z (Å)
S  -0.333139  1.462684  0.475996
S  -1.072347  0.868518  -1.325725
C  1.369826  -1.943844  0.778952
C  2.173933  -1.699674  2.066563
C  1.971994  -1.163178  -0.388491
C  -2.826441  0.543277  -0.934077
H  -3.357253  1.358672  -0.455560
H  1.653604  -2.073035  2.943734
H  1.185325  -0.498719  -0.790478
H  -3.255482  0.312707  -1.912945
H  3.166856  -2.120980  1.930113
H  1.422847  -3.012123  0.529701
H  0.288679  -1.834437  0.864625
H  2.343163  -0.626813  2.197557
H  -2.915308  -0.368305  -0.353400
H  0.175029  0.325811  1.012898
H  2.927379  -0.657637  -0.321563
H  2.059463  -1.684560  -1.359871

Forces on atoms 1 to 3 (eV/Å):
S 0.16 0.33 0.41
S -0.48 0.01 0.34
C 1.12 -1.15 -0.24

Calculated values
Gap between HOMO and LUMO (eV): 9.826
SMILES: CCC.CSS
HOMO energy (eV): -9.2
Spin multiplicity: 1
Total energy (eV): -26012.570
Lowest unoccupied orbital energy (eV): 0.666

---

Entry 2:
Here is C29H29BrCoN4O3 as an isolated structure from the OMol25 dataset. Energies are from ωB97M-V/def2-TZVPD.

Element x y z (Å)
Br  4.447722  1.549205  11.712303
Co  0.049466  0.729397  0.794818
O  -2.492481  1.940781  1.226617
O  1.873510  -0.165596  0.656410
O  -2.603838  -0.104701  0.426943
N  0.258847  1.867111  -0.538396
N  0.175504  0.026193  2.658858
N  3.098695  -1.668295  6.769243
N  3.759648  -1.404720  5.654096
C  1.400887  4.391564  0.488225
C  2.294670  3.502434  1.359699
C  -1.858037  -1.210763  -0.058761
C  3.434836  -0.878844  7.846108
C  2.790782  -1.160968  9.063102
C  4.014297  0.585416  10.138387
C  2.316363  -0.483823  1.809050
C  0.617016  -0.009559  -3.063057
C  -1.841636  1.001636  0.840097
C  -0.417546  -0.189339  4.947008
C  1.943719  4.489980  -3.259777
C  4.653911  0.896801  8.947307
C  3.072663  -0.434451  10.200749
C  1.974961  4.776580  -1.899100
C  -0.716739  0.144285  3.624054
C  1.825809  -0.733603  4.261632
C  3.634065  -0.926593  2.069462
C  3.201777  -1.157670  4.484122
C  -0.105922  1.305309  -3.381330
C  1.362272  3.960400  -0.964599
C  0.724275  2.741359  -1.402243
C  4.364330  0.175461  7.804701
C  0.006767  4.546821  1.101870
C  0.848576  -0.622062  5.263384
C  0.636322  2.500912  -2.824382
C  -1.575400  1.261813  -2.956569
C  1.430370  -0.406296  2.952684
C  1.252450  3.366075  -3.706111
C  4.046787  -1.242419  3.335154
H  -1.153657  -1.589685  0.690872
H  3.261809  3.322535  0.886029
H  -1.182401  -0.097777  5.704934
H  2.063059  -1.961942  9.085261
H  2.466194  3.980081  2.328255
H  2.440603  5.143180  -3.966752
H  0.092067  4.919629  2.126597
H  1.193079  3.160223  -4.770341
H  5.373712  1.703444  8.916382
H  -0.529315  3.600767  1.123925
H  -2.576172  -1.997938  -0.285439
H  -0.093508  1.430699  -4.470418
H  5.066370  -1.556235  3.519177
H  1.860112  5.387313  0.478508
H  -1.670790  1.092836  -1.887169
H  2.484967  5.670628  -1.554363
H  0.808296  -0.093525  -1.993847
H  1.576262  -0.058459  -3.582821
H  2.569427  -0.652023  11.132708
H  -0.590198  5.261054  0.530208
H  -2.095155  0.459043  -3.487098
H  1.105278  -0.875712  6.281329
H  1.823489  2.535340  1.533395
H  -1.303743  -0.957540  -0.965272
H  4.854648  0.403410  6.868920
H  -1.688591  0.521953  3.333137
H  -2.076906  2.203324  -3.189613
H  4.312423  -0.996660  1.228701
H  0.014248  -0.864496  -3.382661

Forces on atoms 1 to 3 (eV/Å):
Br -0.01 0.04 0.03
Co -0.21 -0.49 -0.47
O 0.01 -0.02 0.04

Calculated values
Gap between HOMO and LUMO (alpha / beta) (eV): 6.188 / 5.549
HOMO energy (alpha / beta) (eV): -4.0 / -4.6
Spin multiplicity: 5
Total energy (eV): -150315.115
Lowest unoccupied orbital energy (alpha / beta) (eV): 2.183 / 0.911
Expectation value of S²: 6.157
Charge: -1

---

Entry 3:
Here is one molecule with the formula C5H6O from the OMol25 dataset. Energies are from ωB97M-V/def2-TZVPD.

Element x y z (Å)
O  1.668276  1.345017  -0.531491
C  -0.202525  0.213400  0.285983
C  -1.648977  -0.093318  0.055263
C  1.943459  -0.732242  -0.001461
C  0.777860  -1.174556  0.310844
C  0.435225  1.326733  -0.193272
H  -2.128967  -0.553951  0.921766
H  -1.678939  -0.785041  -0.793073
H  -0.178812  2.253403  -0.199131
H  2.941648  -0.411465  -0.135261
H  0.318936  -2.166055  0.520908
H  -2.247181  0.778076  -0.241077

Forces on atoms 1 to 3 (eV/Å):
O 0.06 -1.69 0.83
C 0.66 -1.65 -0.67
C -0.20 -0.23 0.04

Calculated values
Gap between HOMO and LUMO (eV): 7.628
HOMO energy (eV): -7.9
Spin multiplicity: 1
Total energy (eV): -7324.904
Lowest unoccupied orbital energy (eV): -0.258

---

Entry 4:
Here is C58H35BiI4N7O5 as an isolated structure from the OMol25 dataset. Energies are from ωB97M-V/def2-TZVPD.

Element x y z (Å)
Bi  -0.314498  0.048902  0.035229
I  -1.274471  4.116800  -8.726978
I  0.570230  -3.412321  9.140023
I  2.575517  -8.344780  -4.123680
I  2.084695  9.246208  3.838755
O  -1.961743  -4.032471  -0.255354
O  -5.153022  -2.572241  5.110203
O  -2.168007  2.624789  1.200169
O  -1.251078  -1.992592  -0.815223
O  -5.491822  -4.130049  3.488654
N  -2.498320  0.478622  -1.845050
N  -2.092572  -1.005901  1.559222
N  0.722460  2.235045  -0.698329
N  0.955149  -0.386325  -1.862002
N  1.040287  -1.575251  0.804579
N  -5.495651  4.155263  -2.360904
N  0.790086  1.038896  1.979348
C  1.784836  -4.054445  -1.942293
C  1.506351  -2.725533  -1.331460
C  0.811199  -5.050714  -1.896087
C  0.968249  -0.539391  -4.136821
C  1.296974  1.185634  4.208110
C  -0.263799  -1.503393  5.335425
C  0.839315  3.372506  0.026194
C  -2.457573  -2.247263  1.228824
C  2.670927  6.751667  2.205529
C  1.393652  -2.666632  0.055705
C  1.374327  2.439525  3.695425
C  -3.970528  -2.361853  3.080175
C  -2.680195  -0.411214  2.597152
C  0.099223  2.288173  -4.399960
C  0.947298  -1.093670  3.214815
C  1.269150  4.788310  2.000766
C  -2.927900  3.721309  1.683989
C  -1.538228  3.431986  -5.775837
C  0.950078  2.238573  -5.503223
C  -1.138918  2.913362  -4.554880
C  0.705570  -2.667676  7.175769
C  1.302160  -1.654396  -2.213940
C  1.435463  -3.339033  2.202674
C  0.762621  0.332544  -3.010621
C  1.033809  -6.273557  -2.514445
C  -4.579129  1.001798  -3.594866
C  -4.248909  1.909786  -2.588801
C  0.949403  0.312190  3.116855
C  0.500876  2.590559  -1.986796
C  0.692612  4.519264  -0.845092
C  0.354844  5.379920  2.867980
C  0.566400  2.759073  -6.730021
C  0.905690  -1.664470  4.591995
C  -1.842559  -2.829461  -0.037616
C  0.469267  4.035914  -2.090411
C  -2.813601  -0.390168  -2.802319
C  1.884110  -2.827811  6.467842
C  1.077122  -1.949689  2.122091
C  0.579023  6.644447  3.392932
C  -3.196854  1.597284  -1.726310
C  2.986898  -4.303185  -2.599911
C  1.032323  3.439501  1.415967
C  -0.682910  3.341145  -6.860303
C  -3.849785  -0.167306  -3.700541
C  0.458846  1.704755  -3.079872
C  -3.618353  -1.051896  3.382492
C  1.737911  7.321787  3.055216
C  1.977549  -2.333348  5.174838
C  -5.000181  -3.112846  3.998582
C  -3.392839  -2.959505  1.967359
C  2.428716  5.491748  1.680149
C  -0.380555  -2.014209  6.618245
C  1.050775  2.344042  2.292989
C  -4.946302  3.149329  -2.455811
C  3.220492  -5.525132  -3.213450
C  2.234156  -6.495969  -3.167854
C  1.653717  -3.770413  0.937084
C  1.326971  -1.754008  -3.646351
H  -3.666084  -3.962633  1.673867
H  0.746699  5.552118  -0.540268
H  -2.443887  4.676344  1.457791
H  -1.293125  2.626756  1.608400
H  -0.550058  4.851104  3.141838
H  0.857893  -0.275788  -5.174210
H  -1.312083  -1.911232  7.158192
H  1.514300  0.872348  5.216394
H  1.938293  1.810648  -5.395060
H  -0.131639  -4.854131  -1.390891
H  3.747988  -3.532521  -2.629870
H  -2.910780  2.263658  -0.917761
H  4.156682  -5.714376  -3.720578
H  2.725146  -3.335951  6.919833
H  -5.399178  1.220779  -4.265853
H  -4.083081  -0.899422  -4.460307
H  2.902330  -2.452885  4.623144
H  1.536252  -3.897787  3.118010
H  -2.509426  3.899219  -5.873421
H  0.336206  4.602683  -2.997607
H  -1.102867  -0.993494  4.889044
H  -3.891495  3.687269  1.178257
H  1.652135  3.345062  4.209850
H  -4.071598  -0.579861  4.244367
H  -2.373458  0.612581  2.791172
H  3.156779  5.040429  1.017442
H  -3.104914  3.651788  2.761894
H  1.558951  -2.641663  -4.210396
H  -2.211735  -1.292027  -2.824063
H  0.270448  -7.039259  -2.490838
H  1.242482  2.715626  -7.573047
H  -0.146893  7.093614  4.056959
H  -1.795668  2.992734  -3.700462
H  1.972612  -4.747994  0.616127
H  3.581194  7.278789  1.953990

Forces on atoms 1 to 3 (eV/Å):
Bi -0.95 -0.33 -0.24
I 0.07 -0.10 0.25
I 0.02 0.07 -0.24

Calculated values
Gap between HOMO and LUMO (alpha / beta) (eV): 5.495 / 5.494
HOMO energy (alpha / beta) (eV): -5.4 / -5.4
Spin multiplicity: 1
Total energy (eV): -119628.692
Lowest unoccupied orbital energy (alpha / beta) (eV): 0.105 / 0.105
Charge: -1